Formula: C77H77F3N2O8S
Source: the Open Molecules 2025 dataset
Level of theory: the ωB97M-V functional and the def2-TZVPD basis

HOMO level = -0.300 Ha
SMILES string = CCSCc1c(CCC(N)=O)c(COC(F)(F)F)c(CC=O)c2c1C(=O)c1c(COc3ccccc3)c(N)cc(CCOC(C)=O)c1C2=O.c1ccccc1.c1ccccc1.c1ccccc1.c1ccccc1.c1ccccc1.c1ccccc1.c1ccccc1
energy relative to the best compared isomer or geometry (same formula, charge and spin) = 0.00 kJ/mol
2S+1 = 1
electronic energy = -119445.4681 eV

Atoms and positions in Å:
C  -3.87  -2.38  6.84
C  -2.74  -1.45  6.32
S  -3.20  0.29  6.46
C  -2.14  1.25  5.31
C  -1.32  0.40  4.34
C  -1.75  0.13  3.02
C  -3.07  0.75  2.58
C  -4.09  -0.24  1.89
C  -4.16  -1.65  2.53
N  -4.20  -2.77  1.63
O  -4.22  -1.79  3.73
C  -0.93  -0.66  2.23
C  -1.30  -0.98  0.80
O  -1.58  -2.39  0.62
C  -1.44  -2.77  -0.66
F  -2.08  -3.93  -0.83
F  -0.18  -2.97  -1.04
F  -1.98  -1.87  -1.51
C  0.29  -1.17  2.68
C  1.20  -2.03  1.81
C  0.92  -3.54  1.95
O  1.27  -4.29  1.07
C  0.70  -0.87  3.96
C  -0.12  -0.10  4.78
C  0.44  0.18  6.17
O  -0.21  0.12  7.19
C  1.93  0.48  6.18
C  2.45  1.50  6.96
C  1.57  2.34  7.87
O  0.76  3.31  7.16
C  1.37  3.79  6.01
C  0.92  3.35  4.78
C  1.48  3.82  3.62
C  2.49  4.76  3.67
C  2.94  5.18  4.90
C  2.39  4.71  6.07
C  3.81  1.74  6.90
N  4.43  2.79  7.65
C  4.61  0.97  6.06
C  4.10  -0.04  5.28
C  5.03  -0.82  4.36
C  6.30  -1.21  5.16
O  7.05  -2.23  4.49
C  7.63  -1.73  3.34
C  7.13  -2.39  2.05
O  8.46  -0.85  3.36
C  2.74  -0.27  5.36
C  2.03  -1.33  4.54
O  2.48  -2.44  4.35
H  -3.46  -3.12  7.53
H  -4.62  -1.81  7.40
H  -4.37  -2.92  6.03
H  -2.53  -1.75  5.29
H  -1.84  -1.71  6.89
H  -2.77  1.99  4.81
H  -1.42  1.82  5.90
H  -3.61  1.27  3.37
H  -2.82  1.52  1.84
H  -3.98  -0.32  0.81
H  -5.09  0.19  2.03
H  -5.18  -3.03  1.53
H  -3.94  -2.43  0.71
H  -2.07  -0.34  0.39
H  -0.40  -0.78  0.20
H  2.22  -1.89  2.15
H  1.17  -1.76  0.75
H  0.45  -3.95  2.87
H  0.90  1.72  8.47
H  2.21  2.89  8.57
H  0.11  2.64  4.75
H  1.11  3.46  2.66
H  2.92  5.14  2.76
H  3.76  5.90  4.93
H  2.75  5.08  7.02
H  5.23  2.45  8.17
H  4.81  3.45  6.98
H  5.67  1.20  6.01
H  4.57  -1.71  3.92
H  5.30  -0.16  3.52
H  6.93  -0.33  5.32
H  5.96  -1.62  6.11
H  6.16  -2.84  2.24
H  7.10  -1.61  1.29
H  7.86  -3.17  1.82
C  1.73  1.32  -4.59
C  2.70  0.41  -4.18
C  2.35  -0.70  -3.44
C  1.01  -0.92  -3.12
C  0.04  -0.02  -3.53
C  0.40  1.10  -4.26
H  2.01  2.19  -5.17
H  3.74  0.58  -4.44
H  3.10  -1.41  -3.12
H  0.74  -1.79  -2.55
H  -1.00  -0.19  -3.27
H  -0.36  1.81  -4.58
C  -5.11  5.56  0.14
C  -4.18  5.26  -0.85
C  -3.79  3.94  -1.06
C  -4.34  2.92  -0.30
C  -5.28  3.22  0.69
C  -5.66  4.54  0.91
H  -5.41  6.58  0.31
H  -3.75  6.05  -1.45
H  -3.06  3.71  -1.83
H  -4.05  1.89  -0.47
H  -5.71  2.43  1.28
H  -6.38  4.77  1.68
C  -10.02  5.26  1.40
C  -9.39  4.14  1.92
C  -9.76  3.64  3.15
C  -10.78  4.26  3.87
C  -11.42  5.38  3.35
C  -11.03  5.88  2.12
H  -9.72  5.66  0.43
H  -8.60  3.66  1.35
H  -9.27  2.77  3.56
H  -11.08  3.86  4.83
H  -12.21  5.85  3.91
H  -11.52  6.76  1.71
C  2.34  -0.12  -10.25
C  2.99  0.33  -9.11
C  2.40  0.15  -7.86
C  1.17  -0.48  -7.76
C  0.53  -0.93  -8.90
C  1.11  -0.75  -10.14
H  2.80  0.02  -11.22
H  3.95  0.82  -9.19
H  2.91  0.51  -6.97
H  0.72  -0.62  -6.78
H  -0.43  -1.43  -8.82
H  0.60  -1.10  -11.04
C  6.11  3.97  -4.18
C  6.76  4.41  -3.03
C  6.17  4.22  -1.79
C  4.94  3.58  -1.70
C  4.29  3.14  -2.84
C  4.88  3.34  -4.09
H  6.57  4.12  -5.15
H  7.72  4.90  -3.10
H  6.67  4.57  -0.89
H  4.48  3.43  -0.73
H  3.34  2.65  -2.77
H  4.38  3.00  -4.98
C  -1.01  -3.21  -5.08
C  -0.80  -4.00  -6.20
C  -0.97  -5.38  -6.12
C  -1.36  -5.96  -4.92
C  -1.57  -5.17  -3.80
C  -1.40  -3.80  -3.87
H  -0.88  -2.14  -5.14
H  -0.51  -3.54  -7.14
H  -0.80  -5.99  -7.00
H  -1.49  -7.03  -4.86
H  -1.87  -5.63  -2.87
H  -1.55  -3.18  -3.00
C  1.56  -8.57  -11.01
C  1.82  -8.92  -9.69
C  1.80  -7.95  -8.70
C  1.51  -6.63  -9.02
C  1.25  -6.28  -10.34
C  1.28  -7.25  -11.33
H  1.58  -9.32  -11.79
H  2.04  -9.95  -9.44
H  2.00  -8.23  -7.67
H  1.49  -5.88  -8.24
H  1.02  -5.25  -10.59
H  1.08  -6.97  -12.36

Formula: C4H12N3
Source: the Open Molecules 2025 dataset
Level of theory: the ωB97M-V functional and the def2-TZVPD basis

charge = +1
HOMO level = -0.503 Ha
SMILES string = N/C=[NH+]\CCCN
energy relative to the best compared isomer or geometry (same formula, charge and spin) = 162.41 kJ/mol
2S+1 = 1
electronic energy = -8806.0510 eV

Atoms and positions in Å:
C  1.96  -0.10  0.90
C  0.55  -0.40  1.44
C  -0.59  0.46  0.85
N  -2.93  -0.09  -1.34
C  -1.69  0.40  -1.45
N  -0.68  0.27  -0.64
N  2.13  -0.18  -0.57
H  2.49  -0.98  1.26
H  2.42  0.81  1.29
H  0.42  -0.25  2.52
H  0.27  -1.44  1.27
H  -0.46  1.50  1.13
H  -1.59  0.12  1.13
H  -3.33  -0.55  -2.15
H  -3.23  -0.32  -0.41
H  -1.48  0.80  -2.43
H  2.69  0.64  -0.83
H  0.29  0.23  -1.07
H  2.75  -0.92  -0.87

Formula: C22H24B2BeN8O2
Source: the Open Molecules 2025 dataset
Level of theory: the ωB97M-V functional and the def2-TZVPD basis

charge = +1
HOMO level (spin up / spin down) = -0.432 / -0.432 Ha
2S+1 = 2
electronic energy = -40973.1998 eV

Atoms and positions in Å:
Be  0.14  0.11  -0.05
C  -0.35  -1.71  -3.10
C  -1.38  -1.05  -2.25
C  -2.77  -1.05  -2.43
C  -3.29  -0.50  -1.27
N  -2.29  -0.17  -0.46
N  -1.11  -0.48  -1.07
B  -2.25  0.14  1.07
N  -1.33  -0.97  1.68
C  -1.47  -1.88  2.66
C  -0.28  -2.56  2.81
C  0.59  -2.01  1.87
C  2.02  -2.33  1.57
N  -0.06  -1.06  1.19
N  -1.48  1.46  1.27
C  -1.80  2.60  1.89
C  -0.66  3.38  1.99
C  0.36  2.63  1.39
C  1.81  2.95  1.28
N  -0.16  1.48  0.96
N  -3.65  0.28  1.60
C  -4.37  -0.27  2.62
C  -5.61  0.32  2.62
C  -5.58  1.24  1.54
C  -6.67  2.15  1.09
N  -4.40  1.20  0.95
H  -0.70  -1.76  -4.13
H  -0.18  -2.73  -2.75
H  0.59  -1.18  -3.08
H  -3.32  -1.42  -3.27
H  -4.32  -0.32  -1.00
H  -2.39  -2.01  3.19
H  -0.07  -3.35  3.52
H  2.38  -3.10  2.24
H  2.64  -1.44  1.69
H  2.12  -2.68  0.54
H  -2.81  2.80  2.21
H  -0.58  4.35  2.43
H  1.96  4.02  1.19
H  2.25  2.46  0.41
H  2.34  2.60  2.17
H  -3.98  -1.01  3.29
H  -6.43  0.12  3.28
H  -7.56  2.00  1.70
H  -6.93  1.94  0.05
H  -6.36  3.19  1.16
O  1.03  0.92  -3.02
B  0.87  1.24  -1.71
O  0.46  2.54  -1.55
C  0.34  3.05  -2.83
C  -0.08  4.29  -3.23
C  -0.16  4.50  -4.60
C  0.17  3.50  -5.51
C  0.60  2.24  -5.10
C  0.68  2.05  -3.74
H  -0.34  5.06  -2.52
H  -0.51  5.45  -4.97
H  0.07  3.69  -6.57
H  0.84  1.45  -5.79

Formula: C8H12NS
Source: the Open Molecules 2025 dataset
Level of theory: the ωB97M-V functional and the def2-TZVPD basis

charge = +1
HOMO level (spin up / spin down) = -0.397 / -0.492 Ha
energy relative to the best compared isomer or geometry (same formula, charge and spin) = 214.89 kJ/mol
2S+1 = 3
electronic energy = -20803.6040 eV

Atoms and positions in Å:
C  -2.78  1.56  1.61
C  -1.42  1.81  1.98
C  -2.93  0.50  0.66
C  -0.41  1.11  1.37
C  -1.85  -0.40  0.36
C  1.13  -2.60  -0.39
C  1.72  1.12  -2.05
C  1.40  -1.18  -0.64
N  -0.67  -0.02  0.66
S  1.11  -0.60  -2.18
H  -3.70  2.21  1.76
H  -1.24  2.63  2.72
H  -3.83  0.09  0.36
H  0.63  1.37  1.72
H  -1.93  -1.38  -0.08
H  0.93  -2.84  0.71
H  0.23  -2.88  -0.84
H  2.00  -3.06  -0.58
H  2.48  1.07  -1.28
H  1.10  1.86  -1.65
H  2.01  1.29  -3.02
H  1.79  -0.51  0.18

Formula: C4H4N2O2
Source: the Open Molecules 2025 dataset
Level of theory: the ωB97M-V functional and the def2-TZVPD basis

HOMO level = -0.351 Ha
SMILES string = C=C(C#N)N(O)C=O
energy relative to the best compared isomer or geometry (same formula, charge and spin) = 438.15 kJ/mol
2S+1 = 1
electronic energy = -11283.9985 eV

Atoms and positions in Å:
C  0.23  1.55  -1.03
C  -0.18  -0.75  -0.06
C  -0.36  -1.59  -1.09
C  0.00  -1.22  1.26
H  0.73  0.81  1.75
H  0.58  2.62  -0.74
H  -0.66  -2.62  -0.99
H  -0.54  -1.13  -2.09
N  -0.15  0.62  -0.04
N  0.10  -1.66  2.25
O  -0.12  1.23  1.22
O  0.39  1.23  -2.20

Formula: C4H9NO2
Source: the Open Molecules 2025 dataset
Level of theory: the ωB97M-V functional and the def2-TZVPD basis

HOMO level = -0.358 Ha
SMILES string = CCC(=O)NCO
energy relative to the best compared isomer or geometry (same formula, charge and spin) = 122.01 kJ/mol
2S+1 = 1
electronic energy = -9878.7961 eV

Atoms and positions in Å:
O  2.19  -0.62  -0.93
C  1.07  -0.25  -0.60
N  0.12  -1.20  -0.30
C  -1.30  -1.09  -0.41
O  -1.97  -1.67  0.68
C  0.74  1.18  -0.41
C  0.75  1.58  1.11
H  0.53  -2.12  -0.40
H  -1.57  -1.57  -1.36
H  -1.57  -0.03  -0.36
H  -2.54  -2.39  0.42
H  -0.14  1.61  -0.89
H  1.51  1.79  -0.89
H  1.18  2.56  1.29
H  1.27  0.75  1.60
H  -0.27  1.48  1.46

Q: What is the electronic energy in the fourth record?
A: -20803.6040 eV